A structure of composition C31H50ClPScSe in a non-equilibrium geometry, computed with wB97M-V/def2-TZVPD.

The geometry in XYZ format:
```
85
Properties=species:S:1:pos:R:3:forces:R:3
Sc -0.886454 0.121901 0.439397 4.8 -2.8 1.0
Cl 0.016582 1.758352 1.861238 0.6 0.8 0.9
P 1.942099 -0.886056 0.895069 0.0 -0.1 0.1
C -2.680174 0.729292 0.690529 -1.9 1.1 -1.1
H -3.566801 0.121073 0.513583 -0.1 0.4 0.0
H -2.874304 1.695180 1.165260 -0.2 -0.1 -0.2
C 2.804631 -2.125641 -0.225304 0.0 0.4 0.3
C 1.763941 -1.628357 2.622951 0.3 0.3 -0.4
C 1.998363 -3.428465 -0.331178 -0.1 -0.1 -0.1
H 2.735277 -1.602568 -1.198985 0.0 -0.2 0.2
C 2.537045 -4.320871 -1.460940 0.0 0.2 0.1
H 2.056072 -3.978250 0.621106 0.0 0.1 -0.2
H 0.930498 -3.216721 -0.502207 0.3 0.0 0.0
C 4.045920 -4.569458 -1.355247 0.0 0.0 0.1
H 1.999585 -5.276237 -1.453789 0.1 0.1 -0.1
H 2.319491 -3.834569 -2.421636 0.0 0.0 0.1
C 4.849980 -3.285148 -1.120543 -0.1 0.1 0.0
H 4.238876 -5.271224 -0.532956 0.0 0.1 0.0
H 4.399231 -5.054762 -2.272163 0.0 0.0 0.1
C 4.288544 -2.424292 0.019931 0.1 -0.2 0.0
H 5.897464 -3.530417 -0.906963 -0.1 0.0 -0.1
H 4.841316 -2.685310 -2.041470 0.0 0.0 0.1
H 4.409753 -2.956723 0.974789 0.0 0.1 -0.2
H 4.874040 -1.499117 0.093064 -0.2 -0.3 0.0
C 3.175439 0.519647 1.135834 -0.5 -0.2 0.2
C 2.833423 -2.640281 3.052043 0.0 0.0 0.3
H 1.850159 -0.734056 3.267568 -0.1 -0.2 -0.1
C 2.647562 -3.012957 4.530196 0.0 0.0 0.0
H 2.755988 -3.547431 2.434651 0.0 0.2 0.2
H 3.847610 -2.241565 2.907862 -0.3 -0.1 0.0
C 1.234999 -3.516444 4.855167 0.0 -0.1 -0.1
H 3.386303 -3.775406 4.805085 -0.1 0.1 0.1
H 2.858902 -2.124660 5.141660 0.0 -0.1 -0.1
C 0.130804 -2.616160 4.294495 0.1 0.2 -0.1
H 1.112847 -4.529266 4.449485 0.0 0.1 0.0
H 1.119160 -3.596857 5.941641 0.0 -0.1 -0.1
C 0.364233 -2.226368 2.826711 -0.1 -0.1 0.1
H -0.841307 -3.115070 4.387336 0.1 0.1 0.0
H 0.076035 -1.695416 4.890744 0.0 -0.1 -0.1
H 0.247222 -3.118761 2.191643 0.0 0.2 0.0
H -0.436017 -1.523708 2.531672 0.3 -0.2 0.1
C 3.690393 1.051703 -0.210860 0.1 0.0 0.0
H 2.500830 1.286147 1.559965 0.2 -0.1 -0.1
C 4.523800 2.330649 -0.028677 -0.2 0.0 0.1
H 4.304600 0.285923 -0.708976 -0.1 0.2 0.1
H 2.843530 1.261092 -0.881846 0.1 -0.1 0.2
C 5.626961 2.189761 1.026989 0.0 -0.1 0.0
H 4.966397 2.613798 -0.990569 -0.1 0.0 0.1
H 3.849623 3.146215 0.266777 0.0 -0.1 0.0
C 5.125170 1.583735 2.342414 -0.2 0.0 0.0
H 6.435488 1.564183 0.625591 -0.1 0.0 0.0
H 6.065309 3.174106 1.228383 0.0 -0.1 -0.1
C 4.309886 0.298515 2.144710 0.2 0.0 -0.2
H 5.973516 1.374154 3.005097 -0.1 0.1 0.0
H 4.489846 2.317916 2.856871 0.1 -0.1 -0.1
H 4.978174 -0.503389 1.795650 -0.1 0.2 0.1
H 3.912214 -0.022169 3.117762 0.1 0.1 -0.2
C -0.890659 0.650402 -1.610919 3.9 -1.5 0.9
C -2.041062 1.155641 -1.010740 -6.7 2.8 -0.5
H -0.770277 -0.463494 -1.575589 -0.5 0.5 -0.7
C -2.198408 2.726812 -1.108573 0.3 -1.0 0.0
H -2.907834 0.729861 -1.541779 -0.6 0.4 0.4
C -1.914079 3.179817 -2.541234 0.0 -0.1 0.2
H -3.215128 3.005962 -0.802827 0.2 -0.1 -0.1
H -1.505209 3.195721 -0.394078 0.0 0.0 -0.2
C -0.517577 2.754270 -2.988050 0.2 -0.2 0.1
H -2.660029 2.724412 -3.206273 0.0 0.0 0.0
H -2.025405 4.265734 -2.630517 0.0 0.0 0.0
C -0.280392 1.241982 -2.827751 0.2 0.2 -0.5
H -0.355084 3.038781 -4.034409 0.0 0.0 0.1
H 0.227675 3.291442 -2.389923 -0.1 0.0 0.0
H -0.681295 0.721755 -3.718500 0.0 0.2 -0.1
H 0.800620 1.034607 -2.832012 -0.1 0.1 -0.2
Se -1.718369 -2.474492 -0.120897 0.5 -0.7 0.4
C -3.195274 -1.988242 -1.176121 -0.8 0.0 -0.6
C -4.471471 -1.903052 -0.572963 0.5 0.2 -0.5
C -5.539123 -1.356608 -1.276182 0.1 -0.1 -0.4
C -5.374033 -0.952419 -2.609636 0.1 -0.1 0.1
C -4.136417 -1.127197 -3.245135 -0.3 -0.2 0.2
C -3.060579 -1.674508 -2.550582 -0.3 0.0 0.7
H -4.576943 -2.227774 0.461890 0.0 0.2 -0.2
H -6.505027 -1.248061 -0.781455 0.2 0.0 -0.2
H -6.212593 -0.518262 -3.156155 0.2 -0.1 0.1
H -4.009892 -0.843135 -4.291762 -0.1 -0.1 0.3
H -2.100121 -1.839953 -3.038673 -0.2 0.2 0.1
```
Positions in Å, forces in eV/Å.

## Properties
multiplicity = 1
strongest force on any atom = 7.3 eV/A
energy = -5175.009441 hartree
charge = -1
gap between HOMO and LUMO = 5.753 eV

Atom charges from the Löwdin analysis, given in e for atoms 1 to 4: Sc 0.1244; Cl 0.0379; P 1.0880; C -0.1950